[1]
25
Properties=species:S:1:pos:R:3:forces:R:3 method="wB97M-V/def2-TZVPD" de_lowest_kcal_mol=2.6 molar_mass_da=424.67 multiplicity=2 total_charge=-1 e_tot_ev=-130570.351 gap_ha="0.0804 / 0.3608" e_lumo_ev="2.7 / 2.6"
C -3.925 1.717 -1.340 0.3 0.2 -0.1
Cl -4.727 1.767 -2.883 -0.9 0.4 -1.1
Cl -3.175 0.128 -1.197 0.1 -0.3 0.6
H -3.144 2.474 -1.397 -0.1 -0.1 0.4
H -4.687 1.911 -0.585 0.4 -0.2 0.1
C 0.122 -0.541 0.158 -0.2 0.0 -0.1
Cl 1.017 0.192 1.535 0.2 -0.2 0.6
Cl 0.395 0.529 -1.298 0.0 0.3 -0.8
H 0.493 -1.534 -0.092 0.0 0.0 0.2
H -0.945 -0.517 0.383 0.1 -0.1 0.0
C -0.257 2.367 -4.468 0.2 0.2 -0.4
Cl -1.765 1.975 -5.284 -0.4 -0.2 0.1
Cl 0.375 3.903 -5.151 0.2 -0.2 0.2
H -0.409 2.507 -3.398 0.0 -0.2 -0.2
H 0.433 1.558 -4.708 0.0 0.3 0.3
C 0.512 -5.345 2.572 -0.1 0.2 -0.7
Cl 0.656 -3.664 1.935 -0.1 -0.5 0.5
Cl 2.051 -6.267 2.287 -0.9 0.3 0.4
H 0.192 -5.357 3.614 0.7 0.1 0.0
H -0.296 -5.798 1.998 0.4 -0.2 -0.1
C 3.425 1.504 3.534 0.4 -0.4 0.3
Cl 2.152 2.720 3.667 0.2 0.0 -0.2
Cl 4.567 1.725 2.128 -0.9 -0.1 1.0
H 3.987 1.523 4.467 0.3 0.4 -0.3
H 2.953 0.522 3.524 0.0 0.2 -0.7

---

[2]
18
Properties=species:S:1:pos:R:3:forces:R:3 method="wB97M-V/def2-TZVPD" de_lowest_kcal_mol=84.3 molar_mass_da=169.13 e_tot_ev=-38269.747 gap_ha=0.3545 e_lumo_ev=0.7
C 2.554 0.552 0.555 -0.9 -0.4 -0.7
C 1.493 0.838 -0.190 -0.4 -2.2 0.3
C -1.724 0.433 0.383 -3.3 -1.3 1.6
C 0.662 -0.399 -0.677 -3.5 1.1 1.7
C -0.832 -0.741 0.529 2.8 -1.0 -1.1
Si -1.823 -2.296 -0.124 3.8 2.1 0.5
Cl -3.524 -2.225 0.810 -2.4 -0.3 0.8
Cl -0.787 -3.948 0.427 0.1 -0.6 -0.1
H 3.334 1.047 1.043 0.6 1.8 0.4
H 2.672 -0.465 0.729 0.4 -2.0 0.2
H 1.174 1.840 -0.350 -0.3 0.5 -0.5
H -1.291 1.378 0.434 1.0 1.6 -0.4
H -2.413 0.301 -0.491 0.5 0.6 0.5
H -2.396 0.421 1.337 0.7 0.1 -1.7
H 1.235 -1.336 -0.799 -0.3 0.7 -0.1
H -0.083 -0.140 -1.501 1.6 -0.5 0.5
H -0.491 -0.823 1.604 0.1 -0.1 -1.3
H -1.772 -2.063 -1.549 -0.6 -0.4 -0.6

---

[3]
17
Properties=species:S:1:pos:R:3:forces:R:3 method="wB97M-V/def2-TZVPD" de_lowest_kcal_mol=68.6 molar_mass_da=119.59 e_tot_ev=-19356.713 gap_ha=0.3689 e_lumo_ev=0.9 smiles=CC1(C)N[C@H]1CCl
C -0.488 1.678 0.217 -2.0 -0.1 -1.0
C -0.552 0.132 -0.103 -3.1 3.6 -0.2
C -1.968 -0.510 -0.120 3.1 -2.0 -0.5
N 0.076 -0.429 -1.259 0.9 -1.2 -0.3
C 0.529 -0.756 0.102 2.1 -2.3 -0.3
C 1.925 -0.793 0.693 1.6 2.6 0.0
Cl 3.018 0.330 -0.395 -0.4 -0.4 1.0
H -0.927 2.176 -0.760 0.2 -0.7 2.3
H -1.019 2.078 1.256 1.5 -1.2 -2.9
H 0.545 1.920 0.100 0.9 0.6 0.7
H -1.701 -1.506 -0.738 -1.2 1.8 2.1
H -2.629 0.017 -0.756 -0.8 0.9 -0.3
H -2.222 -0.566 0.926 -1.0 -0.6 0.2
H 0.717 -0.004 -1.886 0.8 1.2 0.2
H 0.222 -1.714 0.342 -1.2 -2.2 0.5
H 2.567 -1.738 0.634 -1.8 1.1 0.2
H 1.909 -0.312 1.747 0.3 -1.0 -1.7

---

[4]
17
Properties=species:S:1:pos:R:3:forces:R:3 method="wB97M-V/def2-TZVPD" de_lowest_kcal_mol=65.4 molar_mass_da=119.59 e_tot_ev=-19356.854 gap_ha=0.3695 e_lumo_ev=0.9
C 0.737 -0.604 -1.814 -4.9 0.6 -1.3
C -0.163 0.458 -1.121 0.6 -2.9 1.5
N -0.990 0.286 -0.166 -1.2 0.7 -2.2
C -1.616 -0.974 0.001 0.3 -0.1 2.3
H 1.507 -0.273 -2.424 1.4 1.0 -0.9
H 0.041 -1.223 -2.450 0.8 0.5 0.3
H 1.043 -1.264 -1.102 1.2 -1.7 2.1
H 0.031 1.445 -1.195 1.5 3.3 -0.9
H -1.598 -1.618 -0.810 1.2 -1.7 -1.6
H -1.176 -1.327 0.941 -0.3 -0.9 -0.2
H -2.686 -0.985 0.127 -0.6 1.1 0.7
C 1.181 1.270 2.449 -0.6 -1.9 2.6
C -0.046 1.615 2.196 -1.0 -0.8 0.6
Cl -1.443 0.996 3.132 1.0 0.8 -0.8
H 1.367 0.569 3.293 0.4 0.8 -0.8
H 1.880 1.565 1.745 1.7 0.5 -0.9
H -0.175 2.111 1.275 -1.3 0.8 -0.5

---

[5]
22
Properties=species:S:1:pos:R:3:forces:R:3 method="wB97M-V/def2-TZVPD" de_lowest_kcal_mol=31.1 molar_mass_da=191.62 total_charge=+2 e_tot_ev=-27350.441 gap_ha=0.3438 e_lumo_ev=-9.3
C 0.554 0.301 -0.457 -0.7 -1.7 0.6
C -0.803 -1.390 0.748 -0.7 1.5 1.0
C -2.605 1.857 0.424 -1.6 0.8 1.3
C -1.605 0.706 0.371 0.2 -0.7 0.2
C 1.731 1.776 -1.932 -1.0 1.4 -1.4
N 0.339 -1.037 0.086 -1.1 2.4 -0.6
N -0.465 1.153 -0.287 -0.6 -0.6 0.2
N -1.773 -0.469 0.889 -1.2 2.4 -1.2
N -1.065 -2.467 1.432 5.1 -1.9 -1.6
N 1.631 0.608 -1.129 -1.2 -1.1 1.9
O -2.221 2.849 -0.139 -0.6 -0.2 0.2
Cl 1.976 -2.710 1.904 0.5 -1.2 0.1
H -3.607 1.808 1.060 2.0 -0.2 -1.4
H 0.718 2.068 -2.285 0.7 -0.3 0.0
H 2.340 1.578 -2.781 0.3 -0.5 -0.9
H 2.189 2.651 -1.525 0.3 0.4 1.2
H 1.076 -1.668 0.241 1.8 -0.9 -0.3
H -0.545 2.162 -0.587 0.2 -1.0 0.2
H 1.952 -3.987 1.578 0.3 0.7 0.2
H -0.247 -3.172 1.525 -2.4 1.2 0.1
H -1.964 -2.616 1.792 -1.5 -0.2 0.7
H 2.392 -0.002 -0.929 1.0 -0.4 -0.5

---

[6]
25
Properties=species:S:1:pos:R:3:forces:R:3 method="wB97M-V/def2-TZVPD" de_lowest_kcal_mol=23.0 molar_mass_da=348.73 multiplicity=2 total_charge=+1 e_tot_ev=-45043.849 gap_ha="0.2871 / 0.2222" e_lumo_ev="-5.4 / -6.9"
Ru 0.294 0.151 -0.131 -2.5 -1.4 0.5
C 0.982 0.579 2.890 0.0 0.1 0.2
O -0.028 -0.004 2.037 1.0 0.7 -0.8
C -0.307 -1.369 2.357 0.1 -0.3 0.2
C -1.361 -1.794 1.392 -0.4 -0.1 0.2
O -0.850 -1.671 0.056 1.2 0.6 -0.1
C -0.141 -2.833 -0.431 -0.1 -0.3 -0.1
H 0.608 0.614 3.913 -0.1 0.0 0.0
H 1.155 1.589 2.532 0.0 0.0 0.0
H 1.901 -0.007 2.849 0.0 0.0 -0.1
H -0.667 -1.444 3.385 0.0 0.1 0.0
H 0.607 -1.962 2.258 0.0 0.0 0.0
H -2.211 -1.115 1.446 0.0 0.0 0.0
H -1.693 -2.813 1.585 0.0 0.0 -0.1
H -0.827 -3.680 -0.447 -0.1 0.1 0.0
H 0.721 -3.062 0.195 0.0 0.1 0.0
H 0.175 -2.603 -1.443 0.0 0.0 0.0
O 0.156 2.117 -1.403 0.1 0.2 0.2
Cl -1.163 1.496 -1.629 0.3 0.4 -0.4
O -2.013 2.240 -2.440 0.0 -0.1 0.1
O -0.854 0.148 -2.144 0.7 0.1 0.0
O -1.681 1.235 -0.270 0.4 -0.5 0.2
S 4.888 -0.001 -0.375 -0.3 0.0 0.0
C 3.332 -0.188 -0.202 0.5 -0.1 -0.1
N 2.166 -0.377 -0.044 -1.0 0.3 -0.1

---

[7]
19
Properties=species:S:1:pos:R:3:forces:R:3 method="wB97M-V/def2-TZVPD" de_lowest_kcal_mol=0.0 molar_mass_da=170.13 multiplicity=5 e_tot_ev=-39908.658 gap_ha="0.2303 / 0.2231" e_lumo_ev="0.2 / -0.1"
C -2.580 -1.710 -0.187 -0.4 -0.2 0.0
O -1.547 -0.738 -0.047 -1.3 -0.1 -0.2
C -2.037 0.611 0.021 -0.6 0.2 -0.2
C -0.885 1.579 -0.056 1.6 0.9 0.2
H -2.108 -2.672 -0.408 -0.1 0.2 0.1
H -3.156 -1.777 0.745 0.1 0.0 -0.2
H -3.242 -1.420 -1.014 0.2 -0.1 0.2
H -2.615 0.723 0.951 0.2 -0.1 -0.2
H -2.730 0.754 -0.821 0.2 -0.1 0.2
H -0.857 2.202 0.852 0.1 -0.2 -0.4
H -0.923 2.252 -0.927 -0.2 -0.3 0.3
O 1.590 -1.025 1.538 -0.4 -0.3 -0.3
C 2.745 -0.626 0.970 1.0 0.6 -0.9
C 2.798 -0.339 -0.363 1.5 -1.3 1.1
O 1.781 -0.737 -1.168 -0.8 0.5 0.2
Cr 0.381 -1.035 0.071 1.3 -0.6 0.1
H 3.657 -0.643 1.582 -0.4 0.4 -0.1
H 3.765 -0.128 -0.840 -0.4 0.2 0.1
H 0.161 1.123 -0.131 -1.4 0.4 0.1

---

[8]
19
Properties=species:S:1:pos:R:3:forces:R:3 method="wB97M-V/def2-TZVPD" de_lowest_kcal_mol=51.3 molar_mass_da=170.13 multiplicity=6 total_charge=+1 e_tot_ev=-39899.150 gap_ha="0.2882 / 0.2562" e_lumo_ev="-4.2 / -5.8"
O 2.265 1.526 -0.971 1.7 -1.4 -0.1
C 2.973 0.545 -0.573 -1.0 2.5 1.4
C 2.333 -0.415 0.302 -0.6 -1.7 -2.4
O 1.004 -0.391 0.066 -0.3 -0.6 0.2
C 0.046 -1.432 -0.108 0.6 -0.4 -0.1
C -1.273 -0.830 0.317 -0.2 -0.6 0.5
O -1.342 0.500 -0.194 -0.1 0.1 -0.1
C -2.651 1.067 -0.141 -0.8 0.1 0.0
Cr 0.383 1.623 -0.108 1.6 0.6 1.2
H 4.068 0.556 -0.643 -0.3 -0.1 -0.5
H 2.718 -1.441 0.328 0.4 0.4 0.8
H 0.313 -2.295 0.513 -0.2 0.0 -0.3
H 0.055 -1.657 -1.182 -0.1 -0.3 0.3
H -1.363 -0.799 1.413 0.0 0.0 -0.3
H -2.096 -1.437 -0.086 0.1 0.2 0.0
H -2.570 2.099 -0.497 -0.1 -0.2 0.1
H -3.325 0.502 -0.799 0.2 0.2 0.1
H -3.033 1.040 0.889 0.1 0.1 -0.3
H 1.498 1.237 1.476 -0.9 1.0 -0.7

---

[9]
19
Properties=species:S:1:pos:R:3:forces:R:3 method="wB97M-V/def2-TZVPD" de_lowest_kcal_mol=0.0 molar_mass_da=181.68 total_charge=-1 e_tot_ev=-56127.073 gap_ha=0.1472 e_lumo_ev=3.2
C 1.006 2.385 0.799 0.1 0.1 0.2
O 0.365 1.372 0.063 -0.2 -0.2 0.1
C 0.378 1.561 -1.350 0.3 0.0 0.4
C -0.319 0.411 -2.028 -1.3 -2.5 -0.4
H 0.964 2.098 1.857 0.0 0.1 -0.4
H 2.060 2.489 0.489 -0.2 0.0 0.1
H 0.501 3.355 0.654 0.1 -0.2 0.0
H 1.427 1.668 -1.680 -0.2 -0.2 0.1
H -0.119 2.520 -1.581 0.1 -0.2 0.1
H -1.340 0.704 -2.315 0.3 0.0 -0.1
H 0.223 0.137 -2.943 -0.2 0.2 0.1
O -0.522 -1.520 2.676 0.9 1.6 -1.2
C -0.699 -2.702 2.130 -1.0 -1.5 -0.9
C -0.912 -3.054 0.803 0.8 -1.8 1.8
O -0.629 -2.405 -0.319 0.1 2.1 0.0
Cu -0.066 -0.616 0.743 -0.4 -0.8 0.6
H -0.711 -3.566 2.833 -0.3 0.3 -0.2
H -0.535 -0.687 -1.521 1.0 2.7 -0.2
H -1.071 -4.152 0.690 0.0 0.4 0.0

---

[10]
19
Properties=species:S:1:pos:R:3:forces:R:3 method="wB97M-V/def2-TZVPD" de_lowest_kcal_mol=9.1 molar_mass_da=181.68 multiplicity=2 e_tot_ev=-56126.000 gap_ha="0.3015 / 0.2305" e_lumo_ev="0.4 / -1.4"
O 1.599 1.129 0.587 0.9 2.1 -0.2
C 2.911 1.253 0.565 1.1 -0.3 -0.2
C 3.793 0.288 0.222 -0.2 0.4 0.0
O 0.115 -1.961 0.211 -0.4 0.9 0.4
C -1.004 -2.013 -0.612 -0.2 0.0 -0.5
C -2.003 -0.912 -0.268 -0.6 -0.4 0.0
O -1.254 0.304 -0.138 -0.4 0.0 -0.3
C -2.032 1.467 0.093 -0.2 0.4 0.2
Cu 0.460 -0.178 0.613 0.0 -2.6 -0.3
H 3.303 2.271 0.737 -0.3 -0.4 0.5
H 4.856 0.438 0.410 -0.3 0.1 -0.4
H 3.467 -0.615 -0.300 0.0 0.0 0.6
H -1.542 -2.977 -0.531 0.2 0.2 0.1
H -0.723 -1.897 -1.680 -0.1 0.0 0.3
H -2.507 -1.113 0.692 0.1 0.1 -0.2
H -2.764 -0.789 -1.054 0.2 0.0 0.2
H -1.340 2.301 0.254 -0.2 -0.3 -0.1
H -2.664 1.673 -0.782 0.2 -0.1 0.2
H -2.670 1.331 0.979 0.2 0.0 -0.2

---

[11]
19
Properties=species:S:1:pos:R:3:forces:R:3 method="wB97M-V/def2-TZVPD" de_lowest_kcal_mol=87.6 molar_mass_da=280.63 multiplicity=6 total_charge=+1 e_tot_ev=-35560.645 gap_ha="0.2358 / 0.2896" e_lumo_ev="-5.2 / -3.9"
C 2.066 1.952 2.496 0.0 0.3 0.5
O 1.489 0.950 1.681 -0.4 -0.2 -0.4
C 0.470 0.141 2.307 1.5 -0.1 -0.4
C 0.048 -0.987 1.383 -3.0 -1.0 -0.1
H 2.828 2.444 1.882 -0.1 0.0 0.3
H 1.303 2.682 2.806 0.2 -0.2 -0.1
H 2.512 1.478 3.382 0.0 0.3 -0.2
H -0.352 0.786 2.657 0.0 -0.3 -0.6
H 0.932 -0.256 3.226 -0.2 -0.3 -0.3
H -0.434 -1.557 2.196 -1.5 0.5 0.4
H -0.101 -1.993 0.943 2.8 0.3 -0.8
O -0.185 1.505 -1.623 -2.9 -1.3 -0.5
C -1.162 0.713 -1.933 2.8 2.4 -0.2
C -0.976 -0.694 -1.731 2.3 -1.2 -1.0
O 0.352 -1.002 -1.913 -1.6 0.0 0.9
Dy 1.571 0.371 -0.619 0.2 -0.4 -0.4
H -1.927 1.055 -2.649 -0.3 0.3 0.9
H -1.669 -1.296 -2.348 0.1 -0.2 1.0
H -0.924 -0.896 -0.053 0.0 0.9 1.0

---

[12]
21
Properties=species:S:1:pos:R:3:forces:R:3 method="wB97M-V/def2-TZVPD" molar_mass_da=310.40 multiplicity=7 total_charge=+1 e_tot_ev=-38301.829 gap_ha="0.1627 / 0.1936" e_lumo_ev="-4.7 / -4.3"
O 3.651 1.288 1.676 2.9 1.7 0.3
C 3.995 2.231 0.727 1.3 0.3 -1.0
C 2.832 3.133 0.338 0.1 1.3 -2.0
O 1.601 2.485 0.496 -0.6 -2.2 -0.1
C 0.367 3.094 0.862 -0.1 0.7 0.3
C -0.608 1.930 0.962 -0.7 0.6 -0.6
O -0.092 0.895 1.766 -2.4 1.2 0.1
Eu 1.906 0.426 1.573 -0.8 -3.7 0.9
H 4.387 1.777 -0.210 -0.1 -0.2 0.5
H 4.814 2.899 1.067 -0.3 -0.3 -0.1
H 2.794 3.931 1.099 0.3 0.7 -1.2
H 3.469 -1.461 -0.872 -0.1 -0.2 0.4
H 0.057 3.820 0.096 0.0 -0.2 0.2
H 0.482 3.617 1.824 0.0 -0.1 -0.2
H -0.756 1.590 -0.080 -0.2 -0.1 0.4
H -1.576 2.274 1.366 0.3 0.1 -0.3
C 2.391 -1.687 -0.910 -1.5 0.9 -0.4
O 1.545 -1.141 -0.192 1.6 -1.0 -1.0
Mg -1.158 -0.652 2.524 0.0 -0.3 0.2
H 2.035 -2.307 -1.752 0.2 -0.2 0.4
H 2.907 3.290 -0.868 0.1 0.9 3.1